Entry 1:
{"formula": "C3H10NS3", "method": "ωB97M-V/def2-TZVPD", "symbols": ["C", "S", "C", "C", "N", "S", "S", "H", "H", "H", "H", "H", "H", "H", "H", "H", "H"], "xyz": [[-2.92768, -0.42795, -0.41814], [-1.39794, -1.11108, 0.32207], [-0.33835, 0.33598, 0.52674], [1.10305, -0.13581, 0.12422], [2.00277, 1.14232, 0.24865], [1.66887, -1.32810, 1.44616], [1.08441, -0.52842, -1.70445], [-3.54498, -1.20772, -0.82051], [-2.64683, 0.23758, -1.34958], [-3.58954, 0.15430, 0.25490], [-0.17623, 0.68414, 1.64942], [-0.61369, 1.23812, -0.00462], [2.47488, 1.41679, -0.63025], [2.65145, 1.11415, 0.99408], [1.27834, 1.84259, 0.41313], [2.57940, -1.86570, 0.58035], [0.39207, -1.56120, -1.63216]], "spin_multiplicity": 1, "smiles": "CSCC([NH3+])(S)S", "e_above_lowest_kcal_mol": 1.7, "total_charge": 1}

Entry 2:
{"formula": "C3H5O2S", "method": "ωB97M-V/def2-TZVPD", "symbols": ["C", "C", "O", "O", "S", "C", "H", "H", "H", "H", "H"], "xyz": [[-2.00509, -1.15699, -0.47868], [-0.80249, -0.79352, 0.02662], [0.11578, -1.24560, 0.67684], [-0.86186, 0.67392, -0.19856], [0.46583, 1.60971, -0.75667], [1.83788, 1.06666, 0.44644], [-2.13115, -2.17817, -0.59535], [-2.68932, -0.51536, -1.07148], [2.73468, 0.89569, -0.10099], [1.25817, 0.14845, 0.60376], [2.07756, 1.49519, 1.44807]], "spin_multiplicity": 1, "smiles": "C=C([O-])OSC", "e_above_lowest_kcal_mol": 70.2, "total_charge": -1}

Entry 3:
{"formula": "C4H6F2O2", "method": "ωB97M-V/def2-TZVPD", "symbols": ["C", "C", "C", "C", "H", "H", "H", "H", "H", "H", "O", "O", "F", "F"], "xyz": [[0.59890, 1.25246, -0.88069], [0.69654, -0.13279, -0.12762], [-0.34678, -0.19572, 0.74529], [-1.33974, -1.04546, 0.73728], [-1.25931, 0.63678, -1.44482], [0.02267, 1.98917, -0.01295], [1.65438, 1.80614, -1.10733], [0.42920, -1.04366, -0.77262], [2.10043, -1.65864, 0.54635], [-1.40254, -1.92559, 0.22872], [-0.34902, 0.84006, -1.93576], [2.04186, -0.32999, 0.53647], [-0.62099, 0.87196, 1.60887], [-2.22562, -1.06472, 1.87879]], "spin_multiplicity": 1, "e_above_lowest_kcal_mol": 131.4, "total_charge": 0}

Entry 4:
{"formula": "C6H10", "method": "ωB97M-V/def2-TZVPD", "symbols": ["C", "C", "C", "C", "C", "C", "H", "H", "H", "H", "H", "H", "H", "H", "H", "H"], "xyz": [[1.24342, -0.62579, -1.68635], [1.27288, 0.51695, -1.01160], [0.91867, 0.57381, 0.46374], [-0.56658, 0.22564, 0.57177], [-1.36403, 0.68458, -0.38779], [-1.04673, -0.73886, 1.61778], [1.05654, -1.56044, -1.16106], [1.29929, -0.67914, -2.76860], [1.36736, 1.45886, -1.54728], [1.15538, 1.55476, 0.89664], [1.51882, -0.15932, 1.01603], [-0.98410, 1.43432, -1.07015], [-2.34330, 0.28207, -0.61594], [-0.76309, -0.41344, 2.62584], [-2.13826, -0.81303, 1.58797], [-0.62627, -1.74098, 1.46899]], "spin_multiplicity": 1, "smiles": "C=CCC(=C)C", "e_above_lowest_kcal_mol": 32.2, "total_charge": 0}

Entry 5:
{"formula": "C5H8O2", "method": "ωB97M-V/def2-TZVPD", "symbols": ["O", "C", "C", "C", "O", "H", "H", "H", "H", "C", "C", "H", "H", "H", "H"], "xyz": [[-1.62057, 1.75667, -0.78704], [-1.49516, 0.57482, -0.58488], [-1.64054, -0.06790, 0.77744], [-0.58496, -1.11976, 1.03876], [0.01915, -1.22453, 2.07693], [-1.27793, -0.12896, -1.41720], [-1.64524, 0.68666, 1.56701], [-2.61220, -0.58831, 0.77718], [-0.40667, -1.82582, 0.19936], [1.62078, 0.93103, -0.74119], [2.12254, -0.27450, -0.49009], [1.40636, 1.63925, 0.05610], [1.40928, 1.26828, -1.75353], [2.34559, -0.97838, -1.28894], [2.33541, -0.60469, 0.52394]], "spin_multiplicity": 1, "smiles": "O=CCC=O.C=C", "e_above_lowest_kcal_mol": 46.3, "total_charge": 0}

Entry 6:
{"formula": "C3H7N3O2", "method": "ωB97M-V/def2-TZVPD", "symbols": ["O", "C", "N", "C", "N", "C", "N", "O", "H", "H", "H", "H", "H", "H", "H"], "xyz": [[-1.74430, -0.00844, 2.21596], [-1.59697, -0.07778, 0.98566], [-2.39356, -0.84995, 0.20393], [-0.28347, 0.44173, 0.27210], [0.59206, -0.65445, 0.12399], [1.89229, 0.06871, -0.34278], [1.85829, 0.20455, -1.76006], [2.72254, 0.33990, 0.57604], [-3.31165, -1.06387, 0.63129], [-2.43762, -0.89982, -0.81977], [-0.64799, 0.70908, -0.72643], [0.19015, 1.36272, 0.63132], [0.99788, -1.10479, 0.94336], [2.78494, 0.54788, -1.98451], [1.37740, 0.98453, -0.95010]], "spin_multiplicity": 2, "e_above_lowest_kcal_mol": 63.8, "total_charge": -1}